1.
{"formula": "C8H16O2", "method": "wB97M-V/def2-TZVPD", "e_tot_ha": -464.776275, "e_homo_ev": -9.626, "orbital_gap_ev": 10.145, "max_force_ev_per_a": 5.760, "total_charge": 0, "smiles": "C[C@@H](CC=O)C1CCC1.O", "e_above_lowest_ev": 4.175, "symbols": ["C", "C", "C", "C", "O", "C", "C", "C", "C", "H", "H", "H", "H", "H", "H", "H", "H", "H", "H", "H", "H", "H", "H", "O", "H", "H"], "positions_angstrom": [[-1.558, -0.660, 0.646], [-0.313, -0.383, -0.197], [-0.516, 0.667, -1.288], [-1.179, 1.947, -0.862], [-2.411, 2.131, -0.978], [0.847, 0.020, 0.708], [1.331, -0.971, 1.792], [2.782, -0.535, 1.491], [2.287, 0.031, 0.142], [-1.420, -1.557, 1.266], [-1.783, 0.196, 1.301], [-2.446, -0.846, 0.028], [-0.016, -1.323, -0.694], [0.483, 0.910, -1.697], [-0.937, 1.046, -2.353], [-0.628, 2.552, -0.115], [0.622, 0.996, 1.170], [0.955, -0.838, 2.815], [1.149, -2.010, 1.478], [3.111, 0.265, 2.169], [3.554, -1.315, 1.464], [2.391, -0.704, -0.671], [2.699, 0.992, -0.196], [-2.902, -0.229, -2.832], [-3.122, 0.668, -2.243], [-2.980, -1.051, -2.341]], "mulliken_charge": [-1.67, 0.27, -0.52, 0.04, -0.52, 0.27, -0.89, -0.50, -0.89, 0.45, 0.34, 0.35, 0.40, 0.28, 0.25, 0.37, 0.14, 0.31, 0.33, 0.22, 0.34, 0.31, 0.33, -0.67, 0.39, 0.28]}

2.
{"formula": "C6H13NO", "method": "wB97M-V/def2-TZVPD", "e_tot_ha": -366.336124, "e_homo_ev": -8.698, "orbital_gap_ev": 9.589, "max_force_ev_per_a": 5.377, "total_charge": 0, "smiles": "CCC(=O)N(C)CC", "e_above_lowest_ev": 2.661, "symbols": ["C", "C", "C", "O", "N", "C", "C", "C", "H", "H", "H", "H", "H", "H", "H", "H", "H", "H", "H", "H", "H"], "positions_angstrom": [[-2.051, 0.413, 1.365], [-1.119, -0.748, 1.478], [0.371, -0.364, 1.003], [1.209, -0.016, 1.764], [0.570, -0.423, -0.406], [-0.046, -1.445, -1.230], [0.778, 0.843, -1.055], [2.287, 1.236, -0.764], [-2.643, 0.164, 0.381], [-1.748, 1.395, 1.334], [-2.786, 0.399, 2.208], [-1.057, -1.035, 2.495], [-1.486, -1.660, 1.004], [0.086, -2.455, -0.859], [0.171, -1.561, -2.334], [-1.116, -1.225, -1.398], [0.646, 0.679, -2.150], [0.073, 1.715, -0.971], [2.797, 0.455, -0.297], [2.296, 2.091, 0.020], [2.768, 1.542, -1.589]], "mulliken_charge": [-1.00, -0.60, 0.24, -0.52, 0.20, -1.08, -0.49, -1.18, 0.19, 0.35, 0.31, 0.40, 0.41, 0.36, 0.31, 0.39, 0.35, 0.32, 0.36, 0.22, 0.45]}

3.
{"formula": "C2H6N2", "method": "wB97M-V/def2-TZVPD", "e_tot_ha": -189.212542, "e_homo_ev": -9.858, "orbital_gap_ev": 10.779, "max_force_ev_per_a": 4.239, "total_charge": 0, "e_above_lowest_ev": 3.184, "symbols": ["C", "N", "C", "N", "H", "H", "H", "H", "H", "H"], "positions_angstrom": [[1.201, -0.137, 0.342], [0.501, -0.318, -0.914], [-0.741, -0.120, -0.878], [-1.597, 0.218, 0.235], [2.212, 0.224, 0.161], [1.255, -1.023, 0.974], [0.798, 0.634, 1.006], [-1.287, -0.061, -1.819], [-0.939, 1.015, -0.094], [-1.403, -0.432, 0.989]], "mulliken_charge": [-0.91, -0.37, -0.08, -0.61, 0.29, 0.30, 0.32, 0.35, 0.41, 0.28]}

4.
{"formula": "C19H26ClN3O6", "method": "wB97M-V/def2-TZVPD", "e_tot_ha": -1814.940166, "e_homo_ev": -8.830, "orbital_gap_ev": 7.217, "max_force_ev_per_a": 7.488, "total_charge": 0, "smiles": "O=NOc1cc2nccnc2cc1CCCCl.CCOC(C)=O.CCOC(C)=O", "symbols": ["O", "N", "O", "C", "C", "C", "N", "C", "C", "N", "C", "C", "C", "C", "C", "C", "Cl", "H", "H", "H", "H", "H", "H", "H", "H", "H", "H", "C", "C", "O", "C", "C", "O", "H", "H", "H", "H", "H", "H", "H", "H", "C", "C", "O", "C", "C", "O", "H", "H", "H", "H", "H", "H", "H", "H"], "positions_angstrom": [[1.738, -1.114, 3.329], [2.152, -2.108, 2.742], [1.219, -2.638, 1.931], [0.481, -1.580, 1.189], [-1.139, -1.284, 1.403], [-1.975, -0.105, 0.571], [-3.428, 0.054, 0.915], [-4.088, 1.150, 0.128], [-3.299, 2.016, -1.003], [-1.853, 1.885, -1.393], [-1.230, 0.813, -0.545], [0.399, 0.535, -0.782], [1.228, -0.597, 0.067], [2.836, -0.753, -0.210], [3.706, 0.628, -0.071], [3.126, 1.715, 1.008], [2.503, 3.170, 0.012], [-1.731, -1.931, 2.200], [-5.241, 1.350, 0.327], [-3.935, 2.841, -1.586], [0.971, 1.178, -1.587], [3.340, -1.608, 0.432], [2.943, -1.101, -1.347], [3.783, 1.146, -1.120], [4.820, 0.318, 0.225], [2.354, 1.294, 1.780], [4.062, 2.079, 1.653], [2.261, -5.327, 4.044], [2.796, -5.400, 2.627], [3.609, -6.574, 2.443], [3.127, -7.798, 2.131], [1.653, -8.050, 2.239], [3.898, -8.708, 1.832], [1.611, -6.175, 4.273], [1.693, -4.407, 4.195], [3.083, -5.357, 4.764], [2.004, -5.347, 1.873], [3.451, -4.540, 2.447], [1.434, -8.470, 3.224], [1.367, -8.765, 1.467], [1.043, -7.166, 2.072], [-1.995, 5.866, -2.468], [-2.435, 5.177, -3.746], [-3.835, 4.848, -3.699], [-4.834, 5.698, -4.028], [-4.524, 7.155, -4.197], [-5.990, 5.290, -4.117], [-2.517, 6.815, -2.323], [-0.922, 6.062, -2.486], [-2.228, 5.243, -1.601], [-2.197, 5.760, -4.643], [-1.897, 4.228, -3.844], [-4.709, 7.672, -3.251], [-5.180, 7.562, -4.967], [-3.508, 7.353, -4.531]], "mulliken_charge": [-0.38, 0.23, 0.01, -0.06, -0.53, 0.42, -0.52, -0.29, 0.09, -0.31, 0.17, -0.56, 0.49, -0.43, -0.61, -0.33, -0.21, 0.28, 0.32, 0.23, 0.33, 0.07, 0.34, 0.30, 0.35, 0.25, 0.32, -0.97, -0.24, -0.39, 0.70, -0.85, -0.58, 0.27, 0.34, 0.31, 0.37, 0.23, 0.24, 0.30, 0.29, -0.88, -0.46, -0.36, 0.74, -0.91, -0.59, 0.29, 0.36, 0.24, 0.39, 0.32, 0.25, 0.30, 0.32]}

5.
{"formula": "C13H17NO4", "method": "wB97M-V/def2-TZVPD", "e_tot_ha": -861.317925, "e_homo_ev": -9.070, "orbital_gap_ev": 9.673, "max_force_ev_per_a": 0.622, "total_charge": 0, "smiles": "CCN(CC)C(=O)COC(=O)c1ccc(O)cc1", "e_above_lowest_ev": 0.588, "symbols": ["C", "C", "N", "C", "C", "C", "O", "C", "O", "C", "O", "C", "C", "C", "C", "O", "C", "C", "H", "H", "H", "H", "H", "H", "H", "H", "H", "H", "H", "H", "H", "H", "H", "H", "H"], "positions_angstrom": [[1.300, 0.027, -4.688], [0.185, 0.369, -3.705], [0.531, 0.058, -2.325], [0.935, 1.146, -1.461], [2.400, 1.543, -1.649], [0.506, -1.244, -1.973], [0.200, -2.123, -2.756], [0.893, -1.601, -0.537], [-0.035, -1.027, 0.379], [0.222, -1.239, 1.683], [1.192, -1.844, 2.069], [-0.799, -0.634, 2.562], [-0.656, -0.781, 3.940], [-1.584, -0.234, 4.801], [-2.672, 0.472, 4.293], [-3.608, 1.028, 5.097], [-2.819, 0.621, 2.914], [-1.891, 0.072, 2.057], [2.209, 0.579, -4.465], [1.513, -1.037, -4.636], [0.982, 0.270, -5.698], [-0.065, 1.430, -3.762], [-0.700, -0.220, -3.964], [0.759, 0.867, -0.423], [0.295, 2.006, -1.680], [3.049, 0.679, -1.526], [2.673, 2.291, -0.909], [2.565, 1.962, -2.638], [1.909, -1.264, -0.298], [0.865, -2.692, -0.446], [0.192, -1.331, 4.317], [-1.472, -0.351, 5.870], [-3.401, 0.852, 6.023], [-3.670, 1.169, 2.543], [-2.006, 0.181, 0.990]], "mulliken_charge": [-1.07, -0.69, 0.21, -0.34, -1.19, 0.79, -0.65, -0.90, -0.20, 0.49, -0.63, 0.08, -0.74, -0.40, 0.94, -0.53, -0.61, -0.42, 0.26, 0.31, 0.38, 0.38, 0.39, 0.11, 0.36, 0.29, 0.41, 0.31, 0.34, 0.44, 0.46, 0.28, 0.28, 0.42, 0.45]}